The molecule C5H9N at a distorted geometry, computed with wB97M-V/def2-TZVPD.

## Properties
* total charge: 0
* HOMO: -11.32 eV
* SMILES: CC(C)CC#N
* orbital gap: 12.1127 eV

```
15
Properties=species:S:1:pos:R:3:forces:R:3
C 0.9109 -0.6219 1.4332 1.97 -1.96 0.83
C 1.0084 0.2800 0.2108 0.70 1.12 -0.18
C 1.5871 -0.4312 -1.0076 0.19 0.43 -0.87
C -0.3414 1.0184 -0.1925 -0.15 1.19 -0.35
C -1.6151 0.2226 -0.2610 -2.42 -2.05 0.10
H 0.3402 -1.5967 1.3029 0.27 1.45 -0.04
H 1.9881 -1.0162 1.7370 -1.93 0.88 -0.86
H 0.6054 -0.0989 2.3408 -0.44 -0.02 -0.20
H 1.8036 1.0664 0.4182 -1.37 -0.44 0.18
H 1.8483 0.2924 -1.8345 -0.33 -0.60 0.90
H 2.5036 -1.0214 -0.8111 -0.63 0.25 0.15
H 0.7943 -1.0578 -1.3828 -0.02 -0.68 -0.44
H -0.5664 1.9170 0.4629 0.34 -1.20 -0.41
H -0.2256 1.4965 -1.2169 0.01 -0.71 1.07
N -2.6273 -0.3984 -0.3020 3.81 2.34 0.13
```
Forces are in eV/Å.


The molecule C5H9N at a distorted geometry, computed with wB97M-V/def2-TZVPD.

## Properties
* total charge: 0
* HOMO: -11.25 eV
* SMILES: CC(C)CC#N
* orbital gap: 12.0357 eV

```
15
Properties=species:S:1:pos:R:3:forces:R:3
C 1.0764 -0.0921 0.9467 0.02 -0.01 0.09
C 0.1414 0.5136 -0.0986 0.00 0.02 0.06
C 0.7249 0.3023 -1.5055 -0.09 -0.05 0.00
C -1.3315 0.0425 0.0988 -0.09 0.11 0.13
C -1.6073 -1.2001 0.8324 -0.30 -0.71 0.70
N -1.9997 -1.9361 1.6352 0.58 0.22 -0.97
H 0.6863 0.0372 1.9606 0.06 -0.02 -0.09
H 2.0660 0.3755 0.8979 -0.17 -0.06 -0.01
H 1.2039 -1.1674 0.7705 -0.05 0.16 0.05
H 0.1018 1.5996 0.0589 0.02 -0.16 0.01
H 0.8780 -0.7583 -1.7377 -0.11 0.11 0.08
H 1.7086 0.7896 -1.5673 -0.25 -0.13 0.06
H 0.1018 0.7403 -2.2935 0.00 -0.08 0.17
H -1.8988 0.0895 -0.8397 0.11 -0.13 0.26
H -1.8516 0.6639 0.8412 0.25 0.73 -0.56
```
Forces are in eV/Å.


The molecule C5H9N at a distorted geometry, computed with wB97M-V/def2-TZVPD.

## Properties
* total charge: 0
* HOMO: -11.48 eV
* SMILES: CCCCC#N
* orbital gap: 12.3913 eV

```
15
Properties=species:S:1:pos:R:3:forces:R:3
C 0.0976 -0.8757 1.9247 -0.02 -0.03 0.10
C 0.2768 -0.7448 0.4139 0.01 0.00 -0.01
C -0.6512 0.3249 -0.1612 -0.03 0.04 0.06
C -0.3657 0.6729 -1.6292 -0.07 -0.05 -0.08
C 0.9310 1.3403 -1.7940 0.89 0.45 -0.07
N 1.9543 1.8706 -1.8958 -0.99 -0.53 0.10
H -0.9588 -1.0120 2.1834 0.12 0.00 -0.04
H 0.6489 -1.7288 2.3309 -0.03 0.11 -0.08
H 0.4494 0.0252 2.4404 -0.06 -0.12 -0.10
H 0.0679 -1.7057 -0.0753 0.02 0.14 0.05
H 1.3216 -0.4995 0.1856 -0.14 0.01 0.02
H -1.6919 -0.0149 -0.0787 0.16 0.06 -0.05
H -0.5759 1.2416 0.4358 0.01 -0.10 -0.06
H -1.1405 1.3361 -2.0296 0.13 -0.08 0.06
H -0.3634 -0.2302 -2.2508 0.00 0.10 0.09
```
Forces are in eV/Å.


The molecule C5H9N at a distorted geometry, computed with wB97M-V/def2-TZVPD.

## Properties
* total charge: 0
* HOMO: -8.65 eV
* SMILES: C=C/C=C\CN
* orbital gap: 9.1825 eV

```
15
Properties=species:S:1:pos:R:3:forces:R:3
N -0.5980 2.6125 -0.1987 0.01 -0.05 0.43
C -0.2022 1.2610 0.1933 0.27 -0.88 -1.36
C 1.0421 -1.7913 1.1636 1.71 0.11 -0.73
C 0.9133 -1.5912 -0.1745 -0.46 -1.23 0.44
C -0.2400 -1.0196 -0.8999 0.80 1.29 0.16
C -0.7009 0.2196 -0.7903 -1.07 0.02 0.78
H -1.1637 3.0313 0.5268 0.00 0.12 -0.11
H -1.1547 2.5780 -1.0420 -0.01 0.09 0.03
H -0.5734 0.9453 1.1703 0.03 0.31 0.16
H 0.8798 1.1307 0.1639 0.24 0.36 0.47
H 1.2623 -1.0373 1.9130 -1.80 0.11 0.40
H 1.4374 -2.7789 1.3947 0.90 0.39 0.20
H 1.5726 -2.2540 -0.7364 -0.94 -0.66 -0.35
H -0.7980 -1.7571 -1.4658 0.19 0.05 -0.26
H -1.6766 0.4508 -1.2178 0.13 -0.03 -0.27
```
Forces are in eV/Å.


The molecule C5H9N, computed with wB97M-V/def2-TZVPD.

## Properties
* total charge: 0
* HOMO: -11.49 eV
* SMILES: CC(C)CC#N
* orbital gap: 12.3804 eV

```
15
Properties=species:S:1:pos:R:3:forces:R:3
C -0.3599 1.4426 -0.4035 0.01 0.06 -0.04
C -0.5093 0.1135 0.3369 -0.06 0.06 0.00
C -0.8958 -1.0087 -0.6279 -0.05 -0.02 -0.04
C 0.7936 -0.2286 1.0940 -0.03 0.01 0.05
C 1.8341 -0.6401 0.1466 0.61 -0.26 -0.65
N 2.5755 -0.9732 -0.6752 -0.52 0.31 0.78
H -0.0986 2.2589 0.2795 -0.04 -0.12 -0.08
H -1.2931 1.7116 -0.9084 0.12 -0.05 0.06
H 0.4257 1.3759 -1.1661 -0.10 -0.01 0.10
H -1.2909 0.2179 1.1008 0.11 0.01 -0.11
H -1.7619 -0.7183 -1.2322 0.09 -0.05 0.15
H -1.1388 -1.9396 -0.1028 0.05 0.15 -0.05
H -0.0652 -1.2123 -1.3131 -0.19 0.01 0.05
H 0.6311 -1.0387 1.8127 0.04 0.04 -0.15
H 1.1534 0.6390 1.6586 -0.06 -0.12 -0.08
```
Forces are in eV/Å.


The molecule C5H9N at a distorted geometry, computed with wB97M-V/def2-TZVPD.

## Properties
* total charge: 0
* HOMO: -6.36 eV
* orbital gap: 4.8837 eV

```
15
Properties=species:S:1:pos:R:3:forces:R:3
C -2.3637 0.4575 -0.1082 -1.47 -0.85 0.38
C -1.3216 -0.5581 0.1218 2.53 0.83 -0.88
C 0.1141 -0.3210 -0.1967 -1.14 -0.49 -1.02
C 0.8853 0.3079 0.8865 -0.68 0.27 1.60
N 2.1707 0.5300 0.7939 0.46 -0.87 -0.87
C 2.8752 0.0140 -0.1968 -1.21 1.39 1.15
H -2.4183 0.9219 -1.1075 0.27 -0.26 0.07
H -3.2154 -0.2228 0.0377 -0.67 0.97 -0.41
H -1.6583 -1.5674 -0.0055 0.05 -0.50 0.49
H 0.3932 0.2306 -1.1232 -0.17 -0.03 -0.30
H -2.5299 1.2802 0.6055 0.68 -0.16 0.09
H 0.5587 -1.3312 -0.2961 -0.09 0.10 -0.18
H 0.3139 0.4721 1.7865 0.47 0.33 0.39
H 2.4784 -0.8437 -0.7303 0.54 -0.18 -0.15
H 3.7177 0.6300 -0.4676 0.41 -0.55 -0.37
```
Forces are in eV/Å.


The molecule C5H9N at a distorted geometry, computed with wB97M-V/def2-TZVPD.

## Properties
* total charge: 0
* HOMO: -8.64 eV
* SMILES: C=CC(=C)NC
* orbital gap: 9.7759 eV

```
15
Properties=species:S:1:pos:R:3:forces:R:3
C 0.4240 1.4538 1.2340 0.24 -0.85 -1.71
N -0.1455 1.3926 -0.1601 1.01 -0.04 0.28
C -0.0677 0.0831 -0.7285 -0.67 0.75 -0.01
C 0.6613 -0.2413 -1.7920 0.90 -0.99 -0.08
C -0.7597 -1.9220 0.5830 0.00 0.34 -0.54
C -1.0636 -0.8392 -0.1286 0.15 -0.33 0.69
H 1.5112 1.3083 1.1583 -0.01 0.47 0.21
H 0.1540 2.4170 1.6485 -0.03 -0.20 0.51
H 0.1056 0.5489 1.7410 -0.56 0.41 0.59
H 0.4508 2.0140 -0.7052 -0.38 -0.10 -0.16
H 1.4698 0.3135 -2.2557 -0.32 0.68 0.29
H 0.6598 -1.2562 -2.1772 -0.52 0.02 0.09
H -1.5658 -2.5273 0.9737 0.18 -0.12 0.23
H 0.2758 -2.1964 0.7426 -0.06 -0.24 0.01
H -2.1102 -0.5489 -0.1338 0.07 0.22 -0.39
```
Forces are in eV/Å.


The molecule C5H9N at a distorted geometry, computed with wB97M-V/def2-TZVPD.

## Properties
* total charge: 0
* HOMO: -9.69 eV
* SMILES: [H]/N=C(\C)C(=C)C
* orbital gap: 10.6807 eV

```
15
Properties=species:S:1:pos:R:3:forces:R:3
C 0.4546 1.5331 0.7682 3.77 0.91 0.17
C 0.6359 0.4633 0.0061 -1.94 -1.45 0.23
C -0.7499 -0.0829 -0.4518 1.24 0.03 -2.05
C 1.9025 -0.3386 -0.2892 0.72 2.34 0.02
C -1.4782 -0.9500 0.5239 -2.16 0.76 -1.58
N -1.1711 0.1782 -1.6360 3.13 1.32 1.55
H 1.3556 2.1025 1.2147 -1.57 -1.02 -0.57
H -0.4735 2.0224 0.7780 -1.15 0.50 0.32
H 1.8119 -1.4071 -0.4003 -0.32 -0.37 0.65
H 2.2096 -0.0319 -1.3106 0.05 0.02 0.48
H 2.7199 0.0095 0.4364 -1.07 -0.87 -1.06
H -0.7547 -1.3879 1.1544 0.16 -0.78 1.12
H -2.2350 -0.2991 0.9956 0.70 -0.19 0.70
H -2.1693 -1.6399 -0.0347 1.12 0.07 0.54
H -2.0582 -0.1717 -1.7549 -2.70 -1.27 -0.52
```
Forces are in eV/Å.


The molecule C5H9N at a distorted geometry, computed with wB97M-V/def2-TZVPD.

## Properties
* total charge: 0
* HOMO (alpha / beta): -6.42 / -6.38 eV
* orbital gap (alpha / beta): 7.1728 / 7.3545 eV

```
15
Properties=species:S:1:pos:R:3:forces:R:3
C 0.8714 -0.6118 -0.5993 0.14 0.45 -0.56
C 2.1558 -1.2278 -1.0444 -0.03 -0.11 -0.10
C -0.3798 1.0426 0.7239 -0.01 0.36 0.36
C 0.8000 0.5102 0.1517 0.02 -1.07 0.21
C -2.7666 0.7926 0.8782 -0.64 -0.12 0.24
N -1.5439 0.4082 0.5778 0.44 -0.33 -1.13
H -0.3632 1.9209 1.3475 -0.10 0.11 -0.04
H 1.7219 0.9673 0.4891 0.11 0.02 -0.07
H -0.0105 -1.0500 -1.0820 0.08 0.10 0.35
H -1.4299 -0.4541 0.0100 -0.40 0.65 0.72
H -2.9224 1.7210 1.3940 0.11 0.19 0.02
H -3.5996 0.1604 0.6459 -0.01 -0.25 -0.01
H 3.0003 -0.7749 -0.5334 0.14 0.03 0.05
H 2.1669 -2.3019 -0.8378 0.08 0.04 -0.02
H 2.2997 -1.1026 -2.1214 0.07 -0.07 -0.02
```
Forces are in eV/Å.


A cluster of 2 separate species, C5H9N in total, computed with wB97M-V/def2-TZVPD.

## Properties
* total charge: 0
* HOMO: -9.15 eV
* SMILES: C=C=N.C=CC
* orbital gap: 10.2005 eV

```
15
Properties=species:S:1:pos:R:3:forces:R:3
C -0.8012 1.5004 -0.3775 0.01 0.04 -0.04
C -1.1820 0.0963 -0.0096 -0.09 -0.15 -0.15
C -1.3403 -0.8938 -0.8864 -0.09 0.14 0.11
C 1.7238 -0.2038 1.5576 0.09 -0.07 -0.11
C 1.7669 -0.7727 0.3768 -0.01 -0.14 -0.26
N 1.8285 -1.3099 -0.7233 -0.02 0.30 0.62
H -0.0145 1.8849 0.2804 -0.13 -0.08 -0.10
H -1.6636 2.1694 -0.2748 0.11 -0.06 0.00
H -0.4448 1.5586 -1.4112 -0.08 -0.01 0.14
H -1.3437 -0.1000 1.0501 0.00 0.01 -0.17
H -1.2018 -0.7266 -1.9545 -0.02 -0.01 0.14
H -1.6304 -1.8945 -0.5769 0.01 0.16 -0.02
H 0.8955 -1.3721 -1.1471 0.14 -0.02 -0.02
H 1.5756 -0.8067 2.4450 0.05 0.05 -0.11
H 1.8318 0.8704 1.6515 0.04 -0.16 -0.03
```
Forces are in eV/Å.


A cluster of 2 separate species, C5H9N in total, computed with wB97M-V/def2-TZVPD.

## Properties
* total charge: 0
* HOMO: -9.46 eV
* SMILES: C1=NC1.C=CC
* orbital gap: 10.5594 eV

```
15
Properties=species:S:1:pos:R:3:forces:R:3
C -0.9522 1.1569 0.9223 0.01 0.06 -0.01
C -2.3000 -0.3383 -0.5783 0.10 0.04 0.11
C -1.4766 -0.1694 0.4526 -0.09 -0.03 -0.15
N 1.3429 -1.2644 -0.4188 0.12 0.51 -0.36
C 2.7391 -0.7304 -0.1280 0.40 -0.07 0.16
C 1.7060 -0.2132 -0.9977 -0.32 -0.41 0.28
H -1.3031 1.9731 0.2814 0.04 -0.11 0.11
H -1.2638 1.3692 1.9520 0.00 -0.05 -0.14
H -2.6403 -1.3244 -0.8859 0.08 0.16 0.10
H -2.6588 0.5082 -1.1617 0.05 -0.09 0.10
H -1.1235 -1.0438 0.9973 -0.08 0.10 -0.08
H 2.9085 -0.3099 0.8656 -0.07 -0.07 -0.24
H 3.5644 -1.3065 -0.5429 -0.07 0.11 0.09
H 1.3114 0.5261 -1.6845 0.03 -0.14 0.06
H 0.1460 1.1668 0.9265 -0.19 -0.02 -0.02
```
Forces are in eV/Å.


The molecule C5H9N at a distorted geometry, computed with wB97M-V/def2-TZVPD.

## Properties
* total charge: 0
* HOMO: -8.06 eV
* orbital gap: 9.1006 eV

```
15
Properties=species:S:1:pos:R:3:forces:R:3
C 1.0792 1.4012 -0.2627 -0.23 -1.43 -1.09
C 0.0358 0.7460 0.5886 -0.31 -0.32 0.30
C -0.0564 -0.7592 0.1780 -0.02 0.04 -0.01
C -1.4123 -1.3830 0.5167 0.01 0.00 -0.01
C 0.3273 -0.8765 -1.2947 0.57 1.07 -0.34
N 0.9447 0.2216 -1.5792 0.09 2.74 3.33
H 2.1064 1.3806 0.1441 -0.44 -0.28 -0.34
H 1.3752 0.7523 -2.3022 0.03 -1.17 -1.49
H 0.8467 2.4431 -0.5737 0.06 -0.89 -0.22
H 0.2457 0.7965 1.6581 0.00 0.15 -0.01
H -0.9378 1.2183 0.4090 0.11 -0.10 0.06
H 0.7276 -1.3270 0.7084 -0.11 0.08 -0.11
H -1.6310 -1.2803 1.5867 0.05 -0.01 -0.17
H -2.2164 -0.8862 -0.0398 0.14 -0.07 0.07
H -1.4345 -2.4475 0.2627 0.04 0.19 0.02
```
Forces are in eV/Å.


no.,energy (eV)
1,-6820.292
2,-6820.576
3,-6820.916
4,-6817.947
5,-6820.961
6,-6815.372
7,-6819.279
8,-6819.325
9,-6818.359
10,-6818.877
11,-6817.927
12,-6818.344